Below is a structure of composition C5H17IN2Pb at a distorted geometry, with properties calculated with ωB97M-V with the def2-TZVPD basis set.

Each line ends with the Löwdin charge.
Element x y z (Å)
C 0.465 -2.118 -1.376  -0.01
C 0.060 0.457 -2.532  -0.04
H 1.563 -2.128 -1.271  0.03
H 0.100 -2.054 -2.418  0.05
H -0.013 -2.906 -0.758  0.07
H 0.172 1.560 -2.487  0.06
H 0.952 -0.070 -2.912  0.04
H -0.875 0.173 -3.039  0.06
Pb -0.259 -0.147 -0.268  1.15
C -2.542 -0.327 0.104  -0.16
H -3.019 0.610 -0.224  0.02
H -2.757 -0.567 1.154  0.02
H -2.807 -1.162 -0.565  0.02
I 2.734 0.544 0.370  0.45
N -0.371 2.064 1.156  -0.05
C 0.076 1.892 2.554  -0.25
C -0.404 0.553 3.134  -0.22
N 0.121 -0.579 2.324  -0.05
H -1.334 2.402 1.115  0.11
H 0.247 2.725 0.684  0.09
H 1.178 1.931 2.566  0.08
H -0.326 2.698 3.195  0.15
H -0.040 0.519 4.187  0.15
H -1.512 0.530 3.133  0.13
H 1.154 -0.490 2.227  -0.02
H -0.133 -1.455 2.774  0.11

Calculated values
* multiplicity: 1
* total charge: +2
* DFT total energy: -799.9247 Eh
* lowest unoccupied orbital energy (spin up / spin down): -12.264 / -12.281 eV
* frontier orbital gap (spin up / spin down): 0.1555 / 0.1555 hartree